A gas-phase ion, C3H8N3O (charge +1) in a non-equilibrium geometry, computed with ωB97M-V/def2-TZVPD.

Geometry as XYZ:
```
15
Properties=species:S:1:pos:R:3:forces:R:3
N 0.5075 -0.9805 -2.6320 -0.1 0.1 -0.1
C 0.7229 -0.6766 -1.3710 0.0 -0.2 -0.1
N 0.3654 0.4451 -0.8154 -0.2 0.3 -0.6
C 0.5540 0.7388 0.5532 -2.4 -1.2 2.8
C -0.8117 -0.1195 1.4822 3.0 1.6 -2.7
N -1.2402 0.5583 2.5222 -0.5 0.1 1.0
O -1.1467 -1.1501 0.9921 -0.4 -0.6 0.1
H 0.8386 -1.8478 -3.0255 0.0 0.0 0.1
H 0.0080 -0.3573 -3.2512 0.0 -0.1 0.0
H 1.2638 -1.3881 -0.7591 0.0 0.0 0.0
H -0.1993 1.1109 -1.3361 0.1 -0.2 0.0
H 1.4512 0.2867 0.9589 0.2 0.1 -0.1
H 0.4869 1.7986 0.7585 0.2 0.1 -0.2
H -0.8351 1.4283 2.8231 0.1 -0.1 -0.1
H -1.9652 0.1532 3.0999 0.0 0.0 0.0
```
Forces are in eV/Å.

The total energy comes out at -358.39116 a.u. The calculation puts the energy relative to the best compared isomer or geometry (same formula, charge and spin) at 13.9 kJ/mol. Its total charge is +1. The HOMO-LUMO gap is 10.00 eV. The SMILES is N/C=[NH+]/CC(N)=O. The calculation puts the LUMO energy at -3.3 eV. The value obtained for the HOMO energy is -13.3 eV.



A gas-phase ion, C3H8N3O (charge +1) in a non-equilibrium geometry, computed with ωB97M-V/def2-TZVPD.

Geometry as XYZ:
```
15
Properties=species:S:1:pos:R:3:forces:R:3
C 0.4255 0.3761 -0.2263 -0.9 0.9 0.2
C -0.8695 0.5011 -0.9756 -1.7 -1.3 1.8
C -2.2930 -0.7278 0.5416 1.4 -4.6 -1.0
N 0.7767 1.4367 0.4876 0.9 -1.3 -0.2
N 0.9995 -0.8026 -0.3220 2.7 -1.6 -0.4
N 2.2771 -1.0697 -0.0096 -3.1 -0.1 -0.8
O -1.9562 0.3829 0.0442 2.0 6.1 -2.7
H -0.9303 1.5133 -1.3792 -0.3 -0.4 -0.3
H -1.0119 -0.3634 -1.6479 0.3 0.8 -0.1
H -1.7195 -1.5755 0.2222 -0.1 -0.7 0.1
H -2.8943 -0.7494 1.3517 -1.9 0.2 2.4
H 0.0921 1.9862 0.9325 -1.4 1.1 -0.1
H 2.6205 -1.9737 -0.3429 -0.2 0.4 0.5
H 2.8836 -0.3539 0.2895 1.2 0.8 0.2
H 1.5995 1.4198 1.0343 1.0 -0.2 0.6
```
Forces are in eV/Å.

The spin multiplicity is 3. The total energy comes out at -358.19340 a.u. The expectation value of S² is 2.011. The calculation puts the energy relative to the best compared isomer or geometry (same formula, charge and spin) at 98.0 kJ/mol. Its total charge is +1. The HOMO-LUMO gap (alpha / beta) is 6.33 / 8.12 eV. The calculation puts the LUMO energy (alpha / beta) at -4.0 / -7.3 eV. The value obtained for the HOMO energy (alpha / beta) is -10.3 / -15.4 eV.



A gas-phase ion, C3H8N3O (charge +1) in a non-equilibrium geometry, computed with ωB97M-V/def2-TZVPD.

Geometry as XYZ:
```
15
Properties=species:S:1:pos:R:3:forces:R:3
C -0.0551 -1.0499 -0.2707 -0.5 2.4 -0.4
C 1.1341 -0.5286 0.4944 0.1 -0.7 0.5
C -0.8223 0.2555 -0.6990 -0.3 -2.0 -3.5
N -2.0297 0.4276 0.0031 -1.0 -0.4 2.4
N 0.0983 1.3249 -0.5411 -0.9 1.4 0.1
N 0.6879 1.0012 0.7272 2.3 -0.9 -1.3
O -2.4963 -0.6347 0.4065 -1.2 0.7 0.2
H 0.1349 -1.5697 -1.1401 1.2 -0.9 -2.0
H -0.7194 -1.6861 0.2250 -0.6 -0.8 1.4
H 1.0304 -1.0397 1.4410 1.0 0.2 0.5
H 2.1334 -0.7373 -0.0620 -1.6 1.3 1.3
H -1.3130 0.0925 -1.7253 1.9 0.7 0.5
H 0.8026 1.3606 -1.2799 0.0 -0.1 0.4
H -0.0243 1.0977 1.4606 -0.1 -0.2 -0.2
H 1.4386 1.6860 0.9605 -0.4 -0.7 -0.3
```
Forces are in eV/Å.

The spin multiplicity is 3. The total energy comes out at -358.16304 a.u. The expectation value of S² is 2.008. The calculation puts the energy relative to the best compared isomer or geometry (same formula, charge and spin) at 177.7 kJ/mol. Its total charge is +1. The HOMO-LUMO gap (alpha / beta) is 9.18 / 10.35 eV. The calculation puts the LUMO energy (alpha / beta) at -3.7 / -5.5 eV. The value obtained for the HOMO energy (alpha / beta) is -12.8 / -15.9 eV.



2 unconnected molecules or ions with the total composition C3H8N3O2 in a non-equilibrium geometry, computed with ωB97M-V/def2-TZVPD.

Geometry as XYZ:
```
16
Properties=species:S:1:pos:R:3:forces:R:3
C 2.2691 0.5826 0.0197 4.5 -2.1 0.5
C -1.7150 -0.3772 -0.2064 -1.8 -1.2 1.4
C -1.6985 0.9763 0.3708 -2.2 0.2 -0.5
N 1.4102 1.2942 -0.4012 -3.8 2.9 -1.2
N 1.7698 -0.7932 0.2361 -3.6 0.9 -0.7
N 2.4809 -1.7294 0.3916 2.5 -2.7 0.4
O -2.9185 -0.7875 -0.5505 -0.7 2.7 0.4
O -0.8250 -1.2044 -0.1355 1.8 0.0 -0.6
H 3.3947 0.7085 0.0489 -1.2 -0.3 0.5
H -1.4794 1.6918 -0.3482 1.6 1.2 -1.4
H -1.1830 1.0355 1.2563 2.0 0.1 1.6
H -2.6491 1.4363 0.6377 -0.8 -1.1 0.0
H 1.4984 2.2764 -0.6772 0.7 -0.6 0.2
H 0.6062 -0.8867 0.0679 0.8 0.2 0.3
H -3.0020 -1.5219 -1.1191 0.4 -1.9 -0.9
H 2.0412 -2.7013 0.4090 -0.2 1.6 0.0
```
Forces are in eV/Å.

The total energy comes out at -433.51923 a.u. The calculation puts the energy relative to the best compared isomer or geometry (same formula, charge and spin) at 274.4 kJ/mol. Its total charge is +1. The HOMO-LUMO gap is 9.60 eV. The calculation puts the LUMO energy at -5.3 eV. The value obtained for the HOMO energy is -14.9 eV.



A gas-phase ion, C3H8N3S (charge +1) in a non-equilibrium geometry, computed with ωB97M-V/def2-TZVPD.

Geometry as XYZ:
```
15
Properties=species:S:1:pos:R:3:forces:R:3
C -1.3834 -0.8881 -0.2690 2.1 0.9 0.1
C 0.9901 1.1621 0.1334 -3.3 -0.9 0.2
C -0.3934 1.7618 -0.1983 0.6 -4.6 0.2
N -2.0699 -1.9732 -0.0328 0.1 1.9 0.0
N 1.1363 -0.1066 -0.4642 -0.6 0.4 -1.0
N 1.8775 -0.9110 0.1111 -0.8 -1.3 -3.1
S -1.8811 0.6649 0.0697 -0.5 0.3 0.9
H 1.6603 1.7916 -0.3281 1.9 1.5 -1.2
H 1.1884 1.0988 1.1616 0.2 0.2 1.7
H -0.5104 2.5958 0.3420 -0.8 3.1 2.0
H -0.5096 1.9289 -1.1971 0.3 0.9 -2.7
H -2.9540 -1.8467 0.4536 -0.1 -1.2 -0.2
H 1.9975 -1.6957 -0.5162 0.7 -0.7 0.7
H -1.5399 -2.8082 -0.1866 -0.8 -0.8 0.2
H 2.3917 -0.7743 0.9209 1.0 0.4 2.3
```
Forces are in eV/Å.

The total energy comes out at -681.16476 a.u. The calculation puts the energy relative to the best compared isomer or geometry (same formula, charge and spin) at 392.5 kJ/mol. Its total charge is +1. The HOMO-LUMO gap (alpha / beta) is 6.81 / 6.80 eV. The calculation puts the LUMO energy (alpha / beta) at -5.2 / -5.2 eV. The value obtained for the HOMO energy (alpha / beta) is -12.0 / -12.0 eV.



2 unconnected molecules or ions with the total composition C3H8N3S in a non-equilibrium geometry, computed with ωB97M-V/def2-TZVPD.

Geometry as XYZ:
```
15
Properties=species:S:1:pos:R:3:forces:R:3
C -0.2961 0.0430 -3.9965 1.7 0.5 -1.0
C 0.2792 0.7806 2.0386 -0.7 1.9 1.6
C -0.2014 -1.6361 0.8059 -1.1 -2.5 -1.1
N -0.3198 0.0369 -2.6991 0.1 0.9 0.0
N -0.3322 0.1332 -1.5525 0.0 -0.1 -2.0
N 0.6282 1.6977 2.9365 0.9 0.0 0.6
S 0.5667 -0.8313 2.2103 0.1 -0.7 -0.1
H 0.7150 0.3066 -4.5899 -2.5 -0.8 1.9
H -1.2414 -0.0681 -4.5557 0.7 -0.1 0.7
H -0.4110 1.1770 1.3250 0.0 -0.1 -1.0
H 0.3636 -2.6043 0.7611 -0.2 0.8 0.1
H -0.1000 -1.1769 -0.2092 0.1 0.0 1.4
H -1.2818 -2.0373 0.9092 1.6 1.3 0.5
H 1.1804 1.4599 3.7952 -0.7 0.2 -1.3
H 0.4505 2.7191 2.8212 0.0 -1.4 -0.1
```
Forces are in eV/Å.

The total energy comes out at -681.21093 a.u. The calculation puts the energy relative to the best compared isomer or geometry (same formula, charge and spin) at 271.3 kJ/mol. Its total charge is +1. The HOMO-LUMO gap is 7.25 eV. The calculation puts the LUMO energy at -4.5 eV. The value obtained for the HOMO energy is -11.8 eV.



2 unconnected molecules or ions with the total composition C3H8N3S in a non-equilibrium geometry, computed with ωB97M-V/def2-TZVPD.

Geometry as XYZ:
```
15
Properties=species:S:1:pos:R:3:forces:R:3
C -0.5302 -0.8042 0.3021 2.6 -1.5 -0.8
C -0.6536 1.5157 -0.1939 0.7 0.4 -1.5
C 1.5572 0.4466 -0.0006 1.9 -2.7 0.3
N -1.9993 1.0891 -0.0912 -0.4 -1.2 -0.1
N 0.1593 0.2690 0.0952 -1.1 2.0 -0.3
N 0.6254 -2.7416 -0.2165 -2.9 0.4 0.2
S -2.1295 -0.5744 0.2094 -2.5 -0.3 0.1
H -0.4641 1.8604 -1.2700 0.4 -0.4 1.4
H -0.4416 2.3436 0.5055 0.4 -0.5 -0.2
H 1.9201 1.2477 0.5756 -0.1 1.6 0.5
H 1.9508 -0.4101 0.6268 0.3 0.6 -1.6
H 1.9090 0.5298 -1.0611 -0.2 -0.4 1.0
H -2.7129 1.7359 0.1686 -0.4 0.0 0.5
H -0.1987 -3.4579 -0.3348 1.5 1.7 0.2
H 1.0080 -3.0496 0.6849 0.0 0.3 0.3
```
Forces are in eV/Å.

The total energy comes out at -681.12411 a.u. The calculation puts the energy relative to the best compared isomer or geometry (same formula, charge and spin) at 499.3 kJ/mol. Its total charge is +1. The HOMO-LUMO gap (alpha / beta) is 7.10 / 6.26 eV. The calculation puts the LUMO energy (alpha / beta) at -5.9 / -6.7 eV. The value obtained for the HOMO energy (alpha / beta) is -13.0 / -13.0 eV.



A single C3H8N4 molecule in a non-equilibrium geometry, computed with ωB97M-V/def2-TZVPD.

Geometry as XYZ:
```
15
Properties=species:S:1:pos:R:3:forces:R:3
C -0.6277 -0.4504 1.6719 0.8 -0.4 0.1
N 0.3197 -0.5873 0.5622 0.4 0.7 1.2
C 1.3234 0.3888 0.3981 -1.1 0.3 0.1
C 1.5825 0.5580 -0.8929 1.1 -0.8 -1.0
N 0.7847 -0.5172 -1.5388 1.3 1.3 -2.6
N -0.2620 -0.8203 -0.6711 -2.4 0.1 -2.0
N -1.3980 0.1931 -1.1617 0.4 0.0 1.1
H -0.7640 0.5879 1.9830 -0.9 0.3 -0.9
H -1.4756 -1.0260 1.2789 -0.2 0.5 1.0
H -0.2330 -0.7951 2.6500 0.0 -0.9 -0.9
H 1.5386 0.8601 1.3192 1.0 0.7 0.3
H 2.4772 1.0667 -1.4038 -1.9 -0.8 0.8
H 0.3856 -0.2735 -2.5217 0.8 -0.5 2.6
H -1.3242 1.0742 -0.6168 -0.4 -0.8 -0.4
H -2.3272 -0.2590 -1.0565 1.1 0.4 0.4
```
Forces are in eV/Å.

The total energy comes out at -337.96655 a.u. The calculation puts the energy relative to the best compared isomer or geometry (same formula, charge and spin) at 491.6 kJ/mol. The HOMO-LUMO gap is 8.23 eV. The SMILES is CN1C=CNN1N. The calculation puts the LUMO energy at 1.0 eV. The value obtained for the HOMO energy is -7.2 eV.



A molecular structure, C3H8N4 in a non-equilibrium geometry, computed with ωB97M-V/def2-TZVPD.

Geometry as XYZ:
```
15
Properties=species:S:1:pos:R:3:forces:R:3
C -1.9760 0.6719 -0.3645 0.2 0.0 0.1
N -1.1452 0.2283 0.7709 0.1 0.4 -0.5
H -0.8627 1.0307 1.3353 -0.1 -0.1 0.0
H -1.3203 -0.9950 1.2873 0.9 -0.8 0.0
H -1.4189 1.3717 -0.9865 -0.1 0.0 0.0
H -2.8825 1.1438 0.0138 0.1 0.0 0.0
H -2.2479 -0.2067 -0.9498 0.0 0.0 0.0
C 1.2407 -0.0443 -0.1735 0.1 0.0 -0.1
N 2.2061 -0.9722 -0.4304 -0.1 0.1 -0.1
N 1.2416 1.2206 -0.3839 0.0 -0.3 -0.1
C 0.0365 -0.6488 0.4576 -0.6 0.4 0.7
N -0.1697 -1.7638 0.9822 -0.5 0.2 -0.1
H 2.0630 -1.8924 -0.0397 0.0 0.1 0.0
H 3.1336 -0.6829 -0.6893 -0.1 0.0 0.1
H 2.1018 1.5390 -0.8296 0.0 -0.1 0.1
```
Forces are in eV/Å.

The total energy comes out at -338.04622 a.u. The calculation puts the energy relative to the best compared isomer or geometry (same formula, charge and spin) at 282.4 kJ/mol. The HOMO-LUMO gap is 9.59 eV. The calculation puts the LUMO energy at 1.0 eV. The value obtained for the HOMO energy is -8.6 eV.



A single C3H8N4 molecule in a non-equilibrium geometry, computed with ωB97M-V/def2-TZVPD.

Geometry as XYZ:
```
15
Properties=species:S:1:pos:R:3:forces:R:3
N 0.0436 -2.1246 -0.6849 -0.6 -1.1 0.2
C 0.1906 -0.7981 -0.4928 1.3 1.1 -0.6
C 0.5663 0.2147 -1.3480 -0.4 -0.8 -1.0
C 0.6425 1.2715 -0.3448 -1.7 -0.1 0.9
N -0.3823 2.2138 -0.2849 0.5 0.7 0.4
N 0.1926 -0.1558 0.6857 1.1 -0.1 -0.1
N -0.2835 -0.8335 1.8235 -0.8 -0.3 0.5
H -0.3020 -2.6744 0.0885 0.1 0.1 -0.1
H -0.2587 -2.4510 -1.5902 0.1 0.2 0.1
H 1.0537 0.1728 -2.3113 0.0 0.0 0.2
H 1.6094 1.6798 -0.0371 -0.1 0.0 0.0
H -0.1934 3.0340 0.2784 -0.1 -0.3 0.1
H -1.3073 1.8403 -0.1084 0.2 0.0 -0.5
H -1.2488 -1.1476 1.6800 -0.1 0.4 0.0
H -0.3227 -0.2420 2.6461 0.4 0.2 -0.2
```
Forces are in eV/Å.

The total energy comes out at -338.00401 a.u. The calculation puts the energy relative to the best compared isomer or geometry (same formula, charge and spin) at 393.3 kJ/mol. The HOMO-LUMO gap is 7.20 eV. The SMILES is NC1=C[C@@H](N)N1N. The calculation puts the LUMO energy at 0.9 eV. The value obtained for the HOMO energy is -6.3 eV.



A single C3H8N4 molecule in a non-equilibrium geometry, computed with ωB97M-V/def2-TZVPD.

Geometry as XYZ:
```
15
Properties=species:S:1:pos:R:3:forces:R:3
H 0.2288 0.8956 -2.1395 -0.2 -0.1 0.2
N 1.0374 0.7315 -1.5444 0.5 0.4 -0.7
C 0.8492 -0.0665 -0.5909 0.0 0.0 0.2
C 1.9971 -0.4026 0.3122 0.1 0.1 0.2
N -0.3362 -0.7812 -0.3498 -0.5 -0.4 -0.2
C -1.0679 -0.4920 0.8554 0.5 -0.7 -0.2
N -1.9086 0.6786 0.7995 -0.9 1.5 -0.5
N -1.9722 1.2284 -0.3114 0.3 -0.7 0.5
H -2.5941 2.0436 -0.2592 0.0 -0.1 0.4
H 2.5246 -1.2566 -0.1171 0.0 0.0 0.1
H 2.6851 0.4399 0.3551 0.0 -0.1 0.0
H 1.6687 -0.6758 1.3145 0.1 0.0 0.0
H -0.9741 -0.6736 -1.1381 0.3 0.0 0.1
H -0.3968 -0.3456 1.7066 -0.1 -0.1 -0.1
H -1.7409 -1.3239 1.1072 0.1 0.2 0.0
```
Forces are in eV/Å.

The total energy comes out at -338.07575 a.u. The calculation puts the energy relative to the best compared isomer or geometry (same formula, charge and spin) at 204.9 kJ/mol. The HOMO-LUMO gap is 9.76 eV. The SMILES is [H]/N=C(/C)NC/N=N/[H]. The calculation puts the LUMO energy at 0.7 eV. The value obtained for the HOMO energy is -9.1 eV.



A molecular structure, C3H8N4 in a non-equilibrium geometry, computed with ωB97M-V/def2-TZVPD.

Geometry as XYZ:
```
15
Properties=species:S:1:pos:R:3:forces:R:3
C -0.0636 1.8647 -0.4933 -0.2 0.2 0.0
C 0.3606 0.4416 -0.2627 -0.7 -0.8 0.3
N -1.1937 -1.8637 0.6107 0.2 -0.2 -0.2
N 0.4532 -0.3269 -1.4229 0.1 0.0 0.0
C 1.2511 0.1214 0.8586 -0.3 -0.5 0.5
N -0.6250 -0.6563 0.9800 0.2 0.9 -0.5
N 0.6104 -0.7925 1.5469 0.5 0.3 -0.3
H -2.1284 -1.9477 0.9946 0.1 0.0 0.0
H -0.6146 -2.6637 0.8619 -0.1 0.2 0.0
H -0.3810 -0.2823 -1.9972 0.0 0.0 0.1
H 0.7045 -1.2937 -1.2544 0.0 0.1 0.0
H 2.1300 0.6503 1.2011 0.1 -0.1 0.0
H 0.7097 2.5590 -0.1534 0.0 -0.2 0.1
H -0.9661 2.0937 0.0729 0.0 -0.1 0.1
H -0.2473 2.0960 -1.5427 0.0 -0.2 0.0
```
Forces are in eV/Å.

The total energy comes out at -338.01014 a.u. The calculation puts the energy relative to the best compared isomer or geometry (same formula, charge and spin) at 377.2 kJ/mol. The HOMO-LUMO gap is 8.60 eV. The calculation puts the LUMO energy at 1.1 eV. The value obtained for the HOMO energy is -7.5 eV.